This record from the Open Molecules 2025 dataset describes a structure of composition C39H48KN3O4S4. The level of theory is ωB97M-V/def2-TZVPD.

Its charge is -2. The value obtained for the lowest unoccupied orbital energy is 3.91 eV. The largest force on an atom is 0.14 eV/Å. The calculation puts the orbital gap at 0.219 Ha. The molar mass is 790.2 g mol⁻¹.

Geometry (Å):
S  -0.90  5.57  -0.53
H  0.15  -2.79  8.73
H  -0.86  -3.36  4.09
C  -0.57  5.84  1.22
O  2.51  -4.18  2.09
C  -5.07  2.00  -1.47
H  -3.40  1.73  3.74
H  -2.48  2.18  6.01
C  2.97  -0.29  0.36
C  1.50  -3.30  -2.02
C  -0.69  -4.28  -1.72
C  0.95  -2.32  -2.85
C  -3.80  0.04  -2.08
H  1.22  3.69  -0.75
H  -0.94  3.56  -2.47
C  -0.07  -2.88  6.04
C  -1.25  -3.31  -2.57
C  0.69  -4.32  -1.51
H  3.59  -3.83  -2.32
H  -1.69  -6.20  -1.51
K  -0.51  -1.35  -0.05
C  0.07  0.36  4.73
H  2.13  2.17  -0.92
C  -0.46  0.10  3.47
H  -3.27  -2.72  -2.07
H  -1.87  3.58  0.42
H  1.37  1.44  1.32
N  -2.14  0.33  1.78
C  1.27  2.64  -0.45
C  2.96  -3.24  -1.64
H  3.11  -3.62  -0.63
H  -0.87  -0.27  -3.55
H  1.20  -5.35  0.32
H  2.47  2.80  1.33
C  0.95  -2.23  8.25
C  -4.70  1.05  -2.41
H  3.19  -2.30  6.71
H  -0.45  -1.20  -4.99
H  1.88  -2.44  8.78
H  3.66  -2.00  1.45
C  -1.70  0.61  3.12
C  -3.17  -0.11  -0.82
S  1.38  -3.27  2.26
H  2.34  -5.60  -0.98
H  1.47  5.14  1.12
H  -2.03  -1.37  -4.25
H  3.12  -0.65  2.46
H  0.11  -0.50  2.76
C  0.62  5.08  1.80
H  -1.04  -2.91  6.53
C  0.02  -3.13  4.68
C  2.86  -1.25  1.57
C  -0.66  1.11  5.64
H  3.35  -2.77  4.28
C  1.06  -2.57  6.79
H  2.75  -1.68  -3.84
N  1.56  -1.86  1.69
H  -4.74  2.64  0.57
H  -0.38  6.92  1.30
H  -2.55  -4.85  -0.78
C  1.46  2.49  1.05
S  -0.18  1.76  -1.06
C  -1.88  4.02  -0.57
C  -1.91  1.60  5.29
H  -1.12  -5.48  0.00
C  -0.42  -2.34  -3.15
C  -2.74  -3.33  -2.81
H  0.73  -1.17  8.39
C  2.39  -2.79  4.78
C  -1.56  -5.26  -0.97
H  -5.13  1.09  -3.41
H  3.32  -2.22  -1.65
H  2.17  -0.59  -2.57
H  0.78  -6.41  -1.03
S  0.27  3.33  2.12
C  1.29  -5.48  -0.75
O  1.98  -0.24  -0.43
C  2.29  -2.53  6.14
C  -3.57  0.90  0.07
H  -2.90  4.30  -0.83
H  -1.47  5.63  1.79
C  1.25  -3.08  4.04
H  -3.58  -0.68  -2.87
H  -3.00  -2.96  -3.80
C  -4.49  1.92  -0.21
H  -0.25  1.30  6.63
C  -1.35  3.03  -1.61
H  1.04  -0.05  4.99
H  -2.19  2.43  -1.96
N  -3.06  1.07  1.41
C  -2.44  1.35  4.04
H  1.37  -0.63  -4.15
H  0.92  5.54  2.74
C  1.86  -1.24  -3.39
C  -0.98  -1.24  -4.03
H  -3.13  -4.35  -2.75
H  -5.77  2.79  -1.71
O  4.03  0.36  0.27
O  0.08  -3.79  1.87